{
  "formula": "C23H26N2O2PdSi2",
  "method": "ωB97M-V/def2-TZVPD",
  "homo_lumo_gap_ev": 4.58,
  "fmax_ev_per_a": 0.4,
  "e_homo_ha": 0.0088,
  "charge": -2,
  "elements": ["Pd", "O", "C", "O", "C", "C", "C", "C", "C", "C", "N", "C", "C", "C", "C", "C", "C", "N", "H", "H", "H", "H", "H", "H", "H", "H", "H", "H", "C", "Si", "C", "C", "C", "C", "C", "C", "C", "Si", "C", "C", "H", "H", "H", "H", "H", "H", "H", "H", "H", "H", "H", "H", "H", "H", "H", "H"],
  "xyz": [[0.583, -0.235, 0.472], [-0.063, 4.810, -6.090], [-0.236, 3.471, -5.771], [-0.654, 2.755, -6.659], [0.144, 3.065, -4.437], [0.785, 3.895, -3.495], [1.133, 3.477, -2.239], [0.831, 2.139, -1.779], [0.241, 1.288, -2.778], [-0.086, 1.725, -4.023], [1.090, 1.667, -0.577], [1.826, 2.442, 0.335], [2.462, 1.853, 1.382], [3.312, 2.581, 2.305], [4.068, 1.924, 3.215], [4.021, 0.501, 3.290], [3.117, -0.129, 2.462], [2.329, 0.471, 1.573], [0.211, 5.268, -5.291], [1.066, 4.917, -3.750], [1.651, 4.169, -1.592], [0.097, 0.255, -2.496], [-0.530, 1.043, -4.739], [1.942, 3.509, 0.191], [3.346, 3.662, 2.224], [4.715, 2.484, 3.885], [4.616, -0.064, 3.993], [3.007, -1.208, 2.517], [-2.614, 0.620, -0.549], [-1.443, -0.878, -0.427], [-1.603, -1.712, -2.141], [-2.382, -2.159, 0.645], [-3.700, -2.586, 0.453], [-4.262, -3.562, 1.263], [-3.505, -4.137, 2.280], [-2.197, -3.719, 2.481], [-1.625, -2.731, 1.674], [0.125, -1.996, 1.850], [1.303, -3.490, 1.677], [0.211, -1.572, 3.708], [-3.601, 0.339, -0.935], [-2.183, 1.367, -1.219], [-2.743, 1.082, 0.433], [-2.612, -2.129, -2.237], [-0.891, -2.535, -2.254], [-1.454, -1.014, -2.967], [-4.299, -2.147, -0.341], [-5.289, -3.878, 1.107], [-3.940, -4.902, 2.915], [-1.615, -4.168, 3.283], [1.080, -4.268, 2.416], [2.342, -3.178, 1.812], [1.215, -3.927, 0.679], [-0.145, -2.419, 4.306], [-0.422, -0.709, 3.931], [1.223, -1.326, 4.030]],
  "nbo_charge": [0.15, -0.72, 0.76, -0.66, -0.37, -0.15, -0.37, 0.30, -0.30, -0.15, -0.63, -0.21, 0.12, -0.27, -0.21, -0.46, 0.09, -0.62, 0.47, 0.16, 0.20, 0.21, 0.21, 0.16, 0.19, 0.18, 0.19, 0.17, -1.12, 1.20, -1.11, -0.42, -0.21, -0.24, -0.27, -0.15, -0.47, 1.24, -1.12, -1.12, 0.20, 0.24, 0.22, 0.21, 0.22, 0.22, 0.19, 0.19, 0.18, 0.18, 0.20, 0.22, 0.22, 0.20, 0.23, 0.23]
}